The following is a quantum chemistry calculation of C16H16CaN6O7S2 as an isolated structure, from the OMol25 dataset.

CARTESIAN COORDINATES (ANGSTROEM)
1 Ca -21.0738 4.3401 -1.0243
2 O -22.9693 3.4595 -1.9993
3 C -23.1541 2.2343 -2.4076
4 C -22.1829 1.1709 -2.3545
5 C -22.6260 -0.0946 -2.7650
6 C -21.7731 -1.2037 -2.8074
7 C -20.4620 -1.0950 -2.3369
8 C -19.9602 0.1332 -2.0409
9 C -20.8124 1.3291 -1.9230
10 O -20.2786 2.4606 -1.5898
11 N -22.2140 -2.4948 -3.3921
12 O -23.4474 -2.6709 -3.6315
13 O -21.3228 -3.3524 -3.5197
14 H -24.1763 1.9408 -2.7276
15 H -23.6279 -0.2123 -3.1221
16 H -19.8225 -2.0057 -2.3529
17 H -18.9395 0.3862 -1.8000
18 C -16.4028 7.1661 0.6973
19 C -17.8371 7.4761 0.5102
20 N -18.3555 8.7062 0.7063
21 N -19.6681 8.6022 0.4072
22 C -19.9723 7.3916 -0.0871
23 S -21.5104 7.0919 -0.7873
24 N -18.8444 6.6476 0.0028
25 N -18.7633 5.2794 -0.4377
26 H -16.3054 6.3445 1.4087
27 H -15.9095 8.0773 1.0896
28 H -15.9864 6.9173 -0.3111
29 H -20.3526 9.3453 0.4546
30 H -18.2007 4.7195 0.2093
31 H -18.1902 5.1694 -1.2897
32 N -15.4519 1.0276 -0.7354
33 C -14.2454 1.1202 -0.0246
34 C -13.6957 -0.1149 0.2852
35 C -12.4037 -0.2436 0.7450
36 C -11.6682 0.9719 0.8025
37 C -12.1893 2.2683 0.5803
38 C -13.5559 2.3623 0.2107
39 S -9.9451 0.8080 0.8816
40 O -9.5027 0.7603 2.2899
41 O -9.6456 2.1580 0.3633
42 O -9.7302 -0.4386 0.1354
43 H -15.9759 0.1752 -0.5381
44 H -16.0343 1.8849 -0.7969
45 H -14.4269 -0.9128 0.1262
46 H -11.9268 -1.1810 0.8998
47 H -11.5121 3.1555 0.5956
48 H -14.1232 3.2600 -0.0236

Computed properties:
LUMO energy: -2.37 eV
HOMO: -0.23149 Eh
total energy: -2948.36900 a.u.
charge: 0
Kohn-Sham gap: 3.93 eV

Löwdin charges in e: atom 1 (Ca): 1.369, atom 2 (O): -0.210, atom 3 (C): -0.109, atom 4 (C): -0.134, atom 5 (C): 0.054, atom 6 (C): -0.129, atom 7 (C): 0.010, atom 8 (C): 0.025, atom 9 (C): -0.318, atom 10 (O): -0.291, atom 11 (N): -0.300, atom 12 (O): 0.049, atom 13 (O): 0.067, atom 14 (H): 0.143, atom 15 (H): 0.120, atom 16 (H): 0.144, atom 17 (H): 0.111, atom 18 (C): 0.005, atom 19 (C): -0.278, atom 20 (N): 0.137, atom 21 (N): 0.025, atom 22 (C): -0.765, atom 23 (S): 0.555, atom 24 (N): -0.069, atom 25 (N): 0.050, atom 26 (H): 0.092, atom 27 (H): 0.109, atom 28 (H): 0.109, atom 29 (H): 0.164, atom 30 (H): 0.126, atom 31 (H): 0.136, atom 32 (N): 0.037, atom 33 (C): -0.354, atom 34 (C): -0.070, atom 35 (C): -0.032, atom 36 (C): -0.288, atom 37 (C): -0.051, atom 38 (C): -0.041, atom 39 (S): 0.441, atom 40 (O): -0.387, atom 41 (O): -0.410, atom 42 (O): -0.369, atom 43 (H): 0.068, atom 44 (H): 0.068, atom 45 (H): 0.102, atom 46 (H): 0.104, atom 47 (H): 0.118, atom 48 (H): 0.070